[1]
A structure of composition C25H27Cl2F5N6O3S4Sn. Source: the Open Molecules 2025 dataset; level of theory: ωB97M-V with the def2-TZVPD basis set.

Summary:
LUMO level, eV: 0.32
HOMO-LUMO gap, eV: 7.28
HOMO energy, eV: -7.0
Net charge: 0

Atoms and positions in Å:
Sn (11.561, 11.426, 11.014)
N (6.078, 18.987, 8.869)
C (6.822, 17.871, 9.161)
C (6.899, 17.414, 10.508)
C (7.630, 16.288, 10.807)
C (8.399, 15.688, 9.784)
C (8.327, 16.121, 8.448)
C (7.553, 17.208, 8.140)
S (8.488, 13.342, 11.072)
O (9.188, 14.616, 9.971)
O (7.146, 13.150, 10.581)
N (9.522, 12.215, 10.313)
C (9.514, 12.075, 8.954)
N (10.637, 11.449, 8.444)
C (10.821, 11.515, 7.120)
C (9.927, 12.156, 6.282)
C (8.773, 12.669, 6.872)
N (8.564, 12.647, 8.183)
H (5.423, 19.341, 9.562)
H (5.815, 19.160, 7.909)
H (6.301, 17.934, 11.279)
H (7.548, 15.825, 11.804)
H (8.917, 15.552, 7.711)
H (7.501, 17.621, 7.119)
H (11.706, 11.013, 6.737)
H (10.118, 12.238, 5.207)
H (7.982, 13.138, 6.281)
F (15.857, 7.146, 14.405)
C (14.858, 8.046, 14.233)
C (15.000, 9.118, 13.338)
F (16.147, 9.245, 12.639)
C (13.966, 10.034, 13.160)
F (14.146, 11.067, 12.302)
C (12.748, 9.911, 13.843)
S (11.333, 10.884, 13.598)
C (12.619, 8.833, 14.753)
F (11.476, 8.713, 15.463)
C (13.663, 7.932, 14.971)
F (13.525, 6.914, 15.861)
S (12.026, 14.100, 11.416)
C (10.919, 14.745, 12.628)
N (10.601, 16.058, 12.557)
C (9.861, 16.781, 13.601)
C (8.932, 15.837, 14.369)
C (9.711, 14.605, 14.811)
N (10.442, 14.025, 13.666)
H (11.005, 16.583, 11.800)
H (9.292, 17.606, 13.120)
H (10.582, 17.258, 14.291)
H (8.074, 15.514, 13.740)
H (8.529, 16.368, 15.244)
H (9.036, 13.828, 15.220)
H (10.446, 14.893, 15.593)
H (10.884, 13.099, 13.824)
O (12.823, 9.007, 10.614)
S (12.831, 8.914, 9.090)
C (13.188, 7.190, 8.587)
C (14.601, 7.155, 8.012)
C (14.951, 8.562, 7.461)
C (14.438, 9.592, 8.463)
H (12.415, 6.936, 7.829)
H (13.032, 6.556, 9.481)
H (14.694, 6.395, 7.216)
H (15.327, 6.883, 8.810)
H (14.448, 8.714, 6.484)
H (16.043, 8.671, 7.282)
H (14.253, 10.603, 8.071)
H (15.109, 9.688, 9.360)
Cl (9.416, 9.150, 10.914)
C (7.809, 9.927, 11.280)
Cl (7.995, 11.012, 12.725)
H (7.111, 9.123, 11.540)
H (7.503, 10.517, 10.414)

[2]
A structure of composition C25H27Cl3N2O3Tc. Source: the Open Molecules 2025 dataset; level of theory: ωB97M-V with the def2-TZVPD basis set.

Summary:
LUMO level (alpha / beta), eV: 4.37 / 4.37
HOMO-LUMO gap (alpha / beta), eV: 4.96 / 5.15
HOMO energy (alpha / beta), eV: -0.6 / -0.8
2S+1: 4
Net charge: -2
⟨S²⟩: 3.80

Atoms and positions in Å:
C (-0.731, 0.710, -1.587)
C (-0.879, -0.664, -2.115)
C (0.421, -1.174, -2.364)
C (-2.139, -1.287, -2.581)
C (1.407, -0.159, -2.058)
C (0.729, 1.008, -1.696)
C (1.359, 2.349, -1.660)
C (-1.754, 1.756, -1.872)
C (0.714, -2.546, -2.827)
C (2.887, -0.323, -2.159)
Tc (-0.768, -0.163, 0.427)
Cl (-2.094, -2.563, 0.671)
Cl (-2.957, 0.116, 0.670)
Cl (0.531, -2.076, 0.312)
H (-2.968, -0.573, -2.533)
H (-2.412, -2.139, -1.937)
H (-2.000, -1.615, -3.624)
H (-0.085, -3.221, -2.488)
H (1.684, -2.918, -2.471)
H (0.724, -2.547, -3.924)
H (3.232, -1.253, -1.677)
H (3.408, 0.513, -1.669)
H (3.189, -0.334, -3.219)
H (2.284, 2.342, -1.059)
H (0.684, 3.098, -1.226)
H (1.609, 2.665, -2.692)
H (-2.744, 1.428, -1.555)
H (-1.756, 1.975, -2.951)
H (-1.522, 2.646, -1.281)
O (0.133, 1.454, 0.846)
H (-0.023, 2.072, 1.590)
O (-1.616, 1.885, 3.101)
C (-1.091, 0.812, 3.421)
N (-0.759, 0.474, 4.709)
C (0.100, -0.655, 4.825)
C (0.461, -0.819, 3.306)
O (1.481, -1.347, 2.860)
N (-0.565, -0.214, 2.593)
C (1.249, -0.324, 5.777)
C (2.548, -0.778, 5.510)
C (3.637, -0.397, 6.316)
C (3.377, 0.404, 7.434)
C (2.063, 0.820, 7.720)
C (0.983, 0.459, 6.907)
C (-0.668, -1.890, 5.293)
C (-0.463, -2.486, 6.542)
C (-1.378, -3.435, 7.013)
C (-2.477, -3.826, 6.232)
C (-2.612, -3.277, 4.950)
C (-1.699, -2.340, 4.463)
H (-1.342, 0.922, 5.433)
H (2.641, -1.382, 4.613)
H (4.661, -0.714, 6.060)
H (4.196, 0.676, 8.109)
H (1.859, 1.438, 8.601)
H (-0.034, 0.797, 7.162)
H (0.438, -2.207, 7.102)
H (-1.183, -3.869, 7.990)
H (-3.165, -4.591, 6.605)
H (-3.408, -3.575, 4.275)
H (-1.763, -2.004, 3.426)

[3]
A cluster of 6 separate species, C25H27Cl4F3O2 in total. Source: the Open Molecules 2025 dataset; level of theory: ωB97M-V with the def2-TZVPD basis set.

Summary:
LUMO level (alpha / beta), eV: 2.69 / 2.65
HOMO-LUMO gap (alpha / beta), eV: 2.87 / 9.07
HOMO energy (alpha / beta), eV: -0.2 / -6.4
2S+1: 2
Net charge: -1
⟨S²⟩: 0.75

Atoms and positions in Å:
C (-5.836, -12.020, 6.458)
Cl (-6.133, -13.252, 5.230)
Cl (-4.146, -11.998, 6.894)
Cl (-6.161, -10.442, 5.689)
Cl (-6.870, -12.231, 7.816)
C (-1.538, -9.567, 2.989)
C (-2.844, -9.347, 3.624)
O (-2.952, -8.941, 4.763)
C (-4.100, -9.586, 2.790)
H (-1.160, -8.762, 2.359)
H (-1.587, -10.479, 2.394)
H (-0.884, -9.702, 3.851)
H (-4.213, -8.903, 1.949)
H (-5.024, -9.468, 3.358)
H (-4.184, -10.614, 2.437)
C (-7.812, -8.655, 8.242)
C (-8.022, -9.284, 9.657)
O (-9.015, -10.002, 9.864)
C (-6.960, -9.095, 10.726)
H (-8.636, -8.921, 7.579)
H (-6.814, -8.832, 7.843)
H (-7.869, -7.580, 8.412)
H (-5.967, -9.310, 10.332)
H (-7.012, -9.684, 11.642)
H (-7.022, -8.081, 11.122)
F (-10.192, -12.907, 5.700)
C (-10.972, -12.617, 6.759)
C (-12.352, -12.462, 6.490)
C (-13.262, -12.230, 7.459)
C (-12.790, -11.942, 8.735)
C (-11.450, -12.006, 8.999)
C (-10.516, -12.354, 8.047)
H (-12.762, -12.470, 5.492)
H (-14.331, -12.135, 7.341)
H (-13.527, -11.716, 9.491)
H (-11.048, -11.802, 9.980)
H (-9.478, -12.385, 8.345)
F (-10.844, -15.179, 1.275)
C (-9.539, -14.945, 1.626)
C (-8.675, -14.324, 0.704)
C (-7.341, -14.129, 0.979)
C (-6.826, -14.609, 2.196)
C (-7.702, -15.283, 3.109)
C (-9.059, -15.490, 2.824)
H (-9.133, -14.001, -0.219)
H (-6.638, -13.594, 0.357)
H (-5.785, -14.553, 2.479)
H (-7.284, -15.713, 4.007)
H (-9.782, -15.951, 3.481)
F (1.172, -10.359, 10.582)
C (0.021, -10.268, 9.840)
C (0.114, -9.769, 8.496)
C (-1.042, -9.490, 7.775)
C (-2.274, -9.669, 8.440)
C (-2.404, -10.020, 9.787)
C (-1.230, -10.417, 10.508)
H (1.046, -9.622, 7.969)
H (-0.958, -9.184, 6.743)
H (-3.212, -9.518, 7.927)
H (-3.374, -10.157, 10.241)
H (-1.214, -10.683, 11.555)

[4]
A cluster of 2 separate species, C25H27ClNO6 in total. Source: the Open Molecules 2025 dataset; level of theory: ωB97M-V with the def2-TZVPD basis set.

Summary:
LUMO level, eV: 2.59
HOMO-LUMO gap, eV: 4.47
HOMO energy, eV: -1.9
Net charge: -1

Atoms and positions in Å:
C (-2.504, 4.798, 3.544)
C (-2.994, 3.388, 3.365)
O (-1.802, 2.545, 3.474)
C (-2.117, 1.276, 3.199)
C (-0.972, 0.310, 3.276)
C (-0.156, 0.187, 4.341)
C (1.256, -0.192, 4.255)
C (1.888, -0.836, 5.342)
C (3.260, -1.079, 5.333)
Cl (3.979, -1.869, 6.679)
C (4.036, -0.768, 4.208)
C (3.411, -0.176, 3.102)
C (2.060, 0.137, 3.142)
C (-0.811, -0.600, 2.098)
O (-0.014, -1.527, 2.048)
O (-1.629, -0.268, 1.083)
C (-1.387, -1.039, -0.106)
C (-2.471, -0.744, -1.099)
O (-3.278, 0.979, 2.911)
H (-3.359, 5.475, 3.636)
H (-1.878, 4.877, 4.442)
H (-1.915, 5.100, 2.669)
H (-3.704, 3.092, 4.153)
H (-3.458, 3.234, 2.381)
H (-0.543, 0.519, 5.312)
H (1.319, -1.118, 6.222)
H (5.075, -1.071, 4.179)
H (3.981, 0.032, 2.203)
H (1.605, 0.683, 2.316)
H (-0.405, -0.758, -0.506)
H (-1.382, -2.102, 0.156)
H (-2.322, -1.391, -1.965)
H (-3.467, -0.943, -0.697)
H (-2.436, 0.287, -1.454)
C (2.907, -4.712, 4.343)
C (1.427, -4.801, 4.568)
O (0.872, -3.495, 4.780)
C (-0.479, -3.603, 4.806)
C (-1.129, -2.293, 5.013)
N (-2.396, -2.312, 4.804)
C (-3.353, -1.671, 4.237)
C (-4.764, -1.923, 4.472)
C (-5.748, -1.048, 3.961)
C (-7.099, -1.321, 4.142)
C (-7.490, -2.465, 4.852)
C (-6.524, -3.329, 5.385)
C (-5.166, -3.057, 5.206)
O (-1.063, -4.668, 4.677)
H (3.242, -5.726, 4.113)
H (3.163, -4.062, 3.499)
H (3.442, -4.360, 5.231)
H (0.932, -5.233, 3.691)
H (1.202, -5.405, 5.458)
H (-0.563, -1.600, 5.655)
H (-3.124, -0.891, 3.496)
H (-5.414, -0.161, 3.421)
H (-7.854, -0.649, 3.729)
H (-8.551, -2.682, 4.989)
H (-6.823, -4.221, 5.940)
H (-4.392, -3.713, 5.605)

| no. | strongest force on any atom (hartree/bohr) |
| --- | --- |
| 1 | 0.0745 |
| 2 | 0.0606 |
| 3 | 0.0663 |
| 4 | 0.0708 |